6 unconnected molecules or ions with the total composition C9H30N2O10. Source: OMol25; level of theory: wB97M-V/def2-TZVPD.

Last columns: bonded neighbours and bond lengths (Å).
Cartesian coordinates (Å):
1 O -2.453 0.819 -1.687  C18 1.195
2 O 2.868 3.164 4.883  C13 1.457, H26 0.960
3 O 2.357 2.949 1.917  C15 1.403, H29 0.960
4 O -4.971 -4.521 4.915  C20 1.497, H39 0.960
5 O 0.651 -1.111 0.975  H36 0.957, H44 0.957
6 O 2.228 -4.623 0.654  C16 1.410, H30 0.960
7 O -2.528 -3.501 3.496  C14 1.486, H45 0.960
8 O 2.391 4.953 -5.471  C21 1.438, H23 0.960
9 O 1.577 -3.874 -2.384  C19 1.445, H32 0.960
10 O 2.186 3.818 -2.760  C17 1.385, H38 0.960
11 N -3.266 2.884 -1.979  C18 1.283, H27 1.010, H42 1.010
12 N -3.964 1.382 -3.202  C18 1.303, H35 1.010, H46 1.010
13 C 3.295 2.228 3.852  O2 1.457, C15 1.533, H33 1.090, H47 1.090
14 C -3.871 -3.509 2.862  O7 1.486, C20 1.617, H28 1.090, H48 1.090
15 C 3.602 2.997 2.562  O3 1.403, C13 1.533, H31 1.090, H41 1.090
16 C 1.720 -5.433 -0.383  O6 1.410, C19 1.557, H24 1.090, H37 1.090
17 C 1.497 4.984 -3.050  O10 1.385, C21 1.570, H25 1.090, H43 1.090
18 C -3.106 1.642 -2.258  O1 1.195, N11 1.283, N12 1.303
19 C 2.269 -4.984 -1.769  O9 1.445, C16 1.557, H22 1.090, H34 1.090
20 C -4.669 -4.777 3.471  O4 1.497, C14 1.617, H49 1.090, H51 1.090
21 C 1.251 4.888 -4.597  O8 1.438, C17 1.570, H40 1.090, H50 1.090
22 H 3.303 -4.639 -1.756  C19 1.090
23 H 2.911 4.188 -5.214  O8 0.960
24 H 0.631 -5.390 -0.386  C16 1.090
25 H 2.023 5.937 -2.985  C17 1.090
26 H 2.133 3.628 4.475  O2 0.960
27 H -2.649 3.253 -1.270  N11 1.010
28 H -3.602 -3.609 1.810  C14 1.090
29 H 1.748 3.463 2.453  O3 0.960
30 H 1.866 -3.746 0.505  O6 0.960
31 H 4.333 2.407 2.010  C15 1.090
32 H 2.228 -3.394 -2.902  O9 0.960
33 H 2.521 1.470 3.733  C13 1.090
34 H 2.208 -5.858 -2.417  C19 1.090
35 H -4.001 0.384 -3.354  N12 1.010
36 H -0.045 -0.920 0.346  O5 0.957
37 H 2.018 -6.478 -0.299  C16 1.090
38 H 1.961 3.583 -1.857  O10 0.960
39 H -5.580 -3.790 5.044  O4 0.960
40 H 0.835 3.887 -4.708  C21 1.090
41 H 4.049 3.973 2.752  C15 1.090
42 H -4.008 3.419 -2.408  N11 1.010
43 H 0.594 4.950 -2.441  C17 1.090
44 H 1.096 -0.273 1.102  O5 0.957
45 H -1.929 -3.257 2.786  O7 0.960
46 H -4.584 2.025 -3.674  N12 1.010
47 H 4.216 1.800 4.249  C13 1.090
48 H -4.249 -2.504 3.051  C14 1.090
49 H -5.589 -4.858 2.892  C20 1.090
50 H 0.569 5.656 -4.963  C21 1.090
51 H -4.071 -5.683 3.380  C20 1.090

Calculated values
HOMO level	-9.7676	eV
LUMO level	0.0	eV
spin multiplicity	1